{"formula": "C28H33BrF13N2O2", "method": "ωB97M-V with the def2-TZVPD basis set", "symbols": ["O", "C", "N", "C", "O", "C", "C", "C", "C", "C", "C", "C", "C", "Br", "C", "C", "C", "C", "F", "F", "C", "F", "F", "C", "F", "F", "C", "F", "F", "C", "F", "F", "C", "F", "F", "F", "H", "H", "H", "H", "H", "H", "H", "H", "H", "H", "H", "H", "H", "C", "C", "C", "N", "C", "C", "C", "C", "C", "C", "H", "H", "H", "H", "H", "H", "H", "H", "H", "H", "H", "H", "H", "H", "H", "H", "H", "H", "H", "H"], "positions_angstrom": [[7.297, -1.330, -0.679], [6.445, -1.340, -1.507], [6.168, -2.409, -2.409], [5.083, -2.017, -3.259], [4.650, -2.724, -4.111], [4.692, -0.624, -2.887], [5.518, -0.234, -1.842], [5.431, 1.037, -1.292], [4.473, 1.892, -1.827], [3.612, 1.512, -2.881], [2.644, 2.546, -3.422], [1.861, 3.345, -2.362], [0.525, 2.716, -1.951], [0.664, 1.860, -0.187], [3.715, 0.217, -3.437], [2.853, -0.243, -4.597], [1.384, -0.485, -4.238], [1.008, -1.888, -3.791], [1.700, -2.824, -4.455], [-0.307, -2.099, -4.097], [1.198, -2.151, -2.256], [1.381, -1.000, -1.584], [2.319, -2.877, -2.099], [0.058, -2.960, -1.562], [-0.360, -3.948, -2.346], [0.607, -3.523, -0.460], [-1.149, -2.151, -0.980], [-0.684, -1.479, 0.090], [-2.058, -3.039, -0.537], [-1.925, -1.114, -1.837], [-2.665, -0.414, -0.948], [-1.090, -0.244, -2.413], [-2.922, -1.699, -2.919], [-2.722, -2.983, -3.119], [-2.772, -1.046, -4.052], [-4.165, -1.530, -2.500], [5.926, -3.238, -1.871], [6.107, 1.325, -0.502], [4.416, 2.894, -1.428], [3.195, 3.271, -4.018], [1.915, 2.074, -4.071], [2.444, 3.461, -1.456], [1.672, 4.351, -2.724], [-0.228, 3.476, -1.805], [0.197, 1.965, -2.656], [2.874, 0.553, -5.339], [3.304, -1.108, -5.064], [1.029, 0.232, -3.512], [0.782, -0.337, -5.134], [-4.761, 0.722, 6.262], [-3.276, 0.875, 6.589], [-2.405, 1.587, 5.564], [-2.236, 0.953, 4.189], [-3.312, 1.490, 3.266], [-3.379, 0.763, 1.934], [-3.521, -0.736, 2.145], [-2.315, -1.244, 2.921], [-2.220, -0.553, 4.272], [-0.913, 1.417, 3.662], [-4.947, 0.167, 5.342], [-5.259, 0.174, 7.061], [-5.246, 1.696, 6.174], [-2.841, -0.092, 6.846], [-3.191, 1.470, 7.500], [-1.400, 1.673, 5.974], [-2.775, 2.595, 5.378], [-4.258, 1.415, 3.797], [-3.088, 2.547, 3.125], [-4.225, 1.160, 1.371], [-2.489, 0.971, 1.334], [-3.606, -1.251, 1.189], [-4.440, -0.950, 2.702], [-1.402, -1.099, 2.342], [-2.402, -2.315, 3.103], [-1.307, -0.822, 4.802], [-3.070, -0.860, 4.873], [-0.128, 1.035, 4.308], [-0.904, 2.504, 3.658], [-0.785, 1.038, 2.654]], "mulliken_charge": [-0.53, 0.16, -0.34, 0.42, -0.49, 0.56, -0.75, -1.24, -0.50, 1.57, -0.89, -0.91, -0.25, -0.21, 0.49, -1.80, 0.09, 0.71, -0.30, -0.34, 0.84, -0.13, -0.34, 0.28, -0.25, -0.33, 0.72, -0.36, -0.34, 0.37, -0.24, -0.24, 0.70, -0.24, -0.25, -0.25, 0.30, 0.54, 0.52, 0.49, 0.37, 0.38, 0.44, 0.54, -0.04, 0.43, 0.71, -0.65, 0.55, -1.16, -0.56, -0.54, 0.46, -0.90, -0.20, -0.77, -0.36, -0.91, -1.04, 0.29, 0.36, 0.35, 0.35, 0.43, 0.39, 0.38, 0.43, 0.39, 0.50, 0.05, 0.30, 0.36, -0.06, 0.47, 0.41, 0.49, 0.40, 0.42, 0.29], "orbital_gap_ev": 9.2046, "homo_ev": -11.43, "multiplicity": 1, "total_charge": 1}

***

{"formula": "C28H33BrFNO15P2", "method": "ωB97M-V with the def2-TZVPD basis set", "symbols": ["C", "C", "C", "C", "C", "C", "C", "C", "F", "C", "P", "C", "C", "C", "C", "C", "P", "O", "Br", "C", "O", "N", "C", "O", "H", "H", "H", "H", "H", "H", "H", "H", "H", "H", "H", "H", "H", "H", "H", "H", "H", "O", "C", "O", "C", "C", "O", "H", "H", "H", "H", "O", "C", "O", "C", "C", "O", "H", "H", "H", "H", "O", "C", "O", "C", "C", "O", "H", "H", "H", "H", "O", "C", "O", "C", "C", "O", "H", "H", "H", "H"], "positions_angstrom": [[1.551, -5.887, -0.824], [0.714, -5.804, -1.852], [-0.195, -5.619, -3.197], [-1.117, -4.322, -2.944], [-0.526, -2.825, -3.040], [1.007, -2.575, -3.447], [2.021, -2.443, -2.166], [3.273, -3.473, -2.416], [1.332, -2.787, -0.907], [-1.460, -1.592, -2.728], [-1.046, 0.228, -2.696], [0.616, 0.733, -3.392], [-1.094, 0.764, -0.836], [-2.986, -1.967, -2.384], [-3.632, -3.404, -2.316], [-2.654, -4.615, -2.585], [-3.408, -6.364, -2.501], [-4.915, -6.263, -3.378], [-3.913, -6.972, -0.378], [-5.196, -3.315, -1.970], [-6.049, -4.178, -1.607], [-5.491, -1.845, -2.125], [-4.235, -1.015, -2.059], [-4.241, 0.247, -1.814], [2.342, -5.584, -0.034], [0.517, -5.509, -4.115], [-0.767, -6.601, -3.355], [1.175, -1.758, -4.245], [1.356, -3.558, -3.979], [2.500, -1.405, -2.063], [2.926, -4.508, -2.785], [3.961, -3.568, -1.496], [3.896, -3.015, -3.290], [0.599, 0.538, -4.545], [1.556, 0.294, -2.894], [0.718, 1.892, -3.291], [-0.712, -0.155, -0.239], [-0.368, 1.657, -0.674], [-2.182, 1.035, -0.519], [-5.495, -6.911, -2.893], [-6.088, -1.692, -2.956], [0.867, 4.604, 0.401], [-0.128, 4.820, -0.244], [-0.514, 4.091, -1.328], [-1.829, 4.508, -1.662], [-1.905, 5.886, -1.083], [-1.010, 5.823, 0.016], [-1.975, 4.501, -2.743], [-2.545, 3.820, -1.202], [-1.556, 6.653, -1.781], [-2.913, 6.143, -0.750], [2.017, -2.911, 5.560], [1.694, -2.441, 4.502], [2.228, -2.807, 3.302], [1.435, -2.200, 2.293], [0.820, -1.033, 3.000], [0.748, -1.473, 4.347], [2.052, -1.897, 1.445], [0.688, -2.922, 1.948], [1.447, -0.137, 2.953], [-0.173, -0.790, 2.617], [-2.417, 2.657, 2.519], [-1.664, 3.320, 3.184], [-1.967, 4.545, 3.698], [-0.922, 4.890, 4.594], [0.231, 4.075, 4.099], [-0.398, 2.944, 3.517], [-0.720, 5.962, 4.560], [-1.222, 4.617, 5.611], [0.808, 4.593, 3.328], [0.904, 3.774, 4.903], [4.120, 4.617, 6.146], [4.229, 4.364, 4.976], [5.411, 4.097, 4.353], [5.098, 3.631, 3.050], [3.741, 4.211, 2.799], [3.186, 4.309, 4.100], [5.839, 3.975, 2.326], [5.091, 2.536, 3.058], [3.789, 5.211, 2.358], [3.126, 3.572, 2.161]], "mulliken_charge": [-0.41, -0.01, -0.90, 0.23, 0.69, -0.92, 0.53, -1.31, -0.27, 0.29, 0.41, -0.72, -0.56, -0.32, 0.14, -0.06, 0.15, -0.50, -0.19, 0.16, -0.48, -0.21, -0.21, -0.49, 0.32, 0.32, 0.49, 0.40, 0.27, 0.15, 0.29, 0.30, 0.35, 0.35, 0.14, 0.31, 0.15, 0.23, 0.25, 0.34, 0.30, -0.58, 0.61, -0.18, -0.29, -0.40, -0.31, 0.33, 0.25, 0.28, 0.31, -0.55, 0.59, -0.34, 0.03, -0.07, -0.35, 0.11, 0.18, 0.14, 0.20, -0.56, 0.59, -0.34, -0.34, 0.02, -0.17, 0.30, 0.27, 0.09, 0.17, -0.54, 0.56, -0.33, -0.38, -0.24, -0.17, 0.31, 0.27, 0.26, 0.26], "orbital_gap_ev": 6.8920, "homo_ev": -8.28, "smiles": "C#CCc1c(C[C@H](C)F)c(P(C)C)c2c(c1P(O)Br)C(=O)NC2=O.O=C1OCCO1.O=C1OCCO1.O=C1OCCO1.O=C1OCCO1", "multiplicity": 1}

***

{"formula": "C28H33CuGeO4PS5", "method": "ωB97M-V with the def2-TZVPD basis set", "symbols": ["Cu", "S", "C", "S", "S", "O", "C", "O", "C", "C", "Ge", "C", "C", "C", "C", "C", "C", "C", "C", "C", "C", "C", "C", "C", "C", "C", "C", "C", "C", "H", "H", "H", "H", "H", "H", "H", "H", "H", "H", "H", "H", "H", "H", "H", "H", "H", "H", "H", "C", "C", "C", "O", "P", "S", "S", "O", "C", "C", "C", "H", "H", "H", "H", "H", "H", "H", "H", "H", "H", "H", "H", "H", "H"], "positions_angstrom": [[1.093, -0.490, -0.637], [3.212, -0.140, 3.273], [2.445, -0.252, 1.803], [0.885, 0.398, 1.509], [3.099, -1.022, 0.416], [-1.762, -3.098, -0.798], [-1.114, -2.143, -1.255], [0.164, -2.079, -1.265], [-1.930, -1.011, -1.883], [-2.934, -0.447, -0.870], [-4.189, -1.815, -0.144], [-4.895, -3.071, -1.501], [-4.743, -4.446, -1.326], [-5.106, -5.335, -2.326], [-5.629, -4.864, -3.524], [-5.792, -3.500, -3.709], [-5.427, -2.614, -2.703], [-3.738, -2.741, 1.530], [-2.521, -2.509, 2.159], [-2.181, -3.164, 3.332], [-3.064, -4.079, 3.891], [-4.282, -4.328, 3.273], [-4.616, -3.660, 2.102], [-5.795, -0.716, 0.387], [-6.276, -0.704, 1.697], [-7.378, 0.060, 2.059], [-8.029, 0.838, 1.112], [-7.563, 0.848, -0.195], [-6.459, 0.083, -0.545], [-2.465, -1.415, -2.747], [-1.253, -0.238, -2.240], [-3.523, 0.352, -1.323], [-2.393, 0.007, -0.032], [-4.293, -4.811, -0.412], [-4.953, -6.399, -2.185], [-5.892, -5.557, -4.315], [-6.185, -3.123, -4.647], [-5.541, -1.549, -2.870], [-1.818, -1.814, 1.722], [-1.224, -2.959, 3.798], [-2.804, -4.598, 4.807], [-4.974, -5.046, 3.701], [-5.574, -3.851, 1.625], [-5.771, -1.300, 2.449], [-7.729, 0.055, 3.085], [-8.888, 1.437, 1.391], [-8.059, 1.459, -0.942], [-6.097, 0.118, -1.567], [3.879, 0.846, -2.985], [3.246, 0.634, -4.351], [3.868, 1.533, -5.415], [1.818, 0.789, -4.350], [0.869, 1.879, -3.647], [-0.787, 1.869, -4.691], [0.761, 1.628, -1.636], [1.768, 3.218, -3.943], [1.671, 4.552, -3.401], [0.244, 4.999, -3.102], [2.584, 4.726, -2.190], [4.950, 0.640, -3.032], [3.428, 0.193, -2.239], [3.726, 1.876, -2.665], [3.381, -0.407, -4.658], [3.793, 2.574, -5.107], [3.335, 1.415, -6.359], [4.919, 1.274, -5.562], [2.065, 5.170, -4.216], [-0.163, 4.397, -2.291], [-0.390, 4.870, -3.977], [0.245, 6.050, -2.802], [2.272, 4.047, -1.401], [2.521, 5.753, -1.823], [3.622, 4.508, -2.452]], "mulliken_charge": [0.09, -0.41, 0.29, -0.29, -0.33, -0.59, 0.62, -0.87, 0.27, -1.17, 1.50, 0.22, -0.09, -0.65, -0.41, -0.75, -0.18, -0.06, -0.78, -0.68, -0.43, -0.71, 0.02, 0.07, -0.25, -0.66, -0.36, -0.74, -0.23, 0.33, -0.48, 0.49, 0.46, 0.42, 0.37, 0.34, 0.37, 0.18, 0.26, 0.47, 0.35, 0.36, 0.51, 0.29, 0.37, 0.34, 0.37, 0.16, -0.81, 0.53, -1.26, -0.48, 0.76, -0.58, -0.12, -0.40, 0.47, -1.39, -1.14, 0.47, -0.02, 0.13, 0.35, 0.13, 0.31, 0.45, 0.19, 0.28, 0.33, 0.48, 0.18, 0.46, 0.27], "orbital_gap_ev": [6.4769, 6.5440], "homo_ev": [-2.26, -2.54], "e_above_lowest_kcal_mol": 17.0, "multiplicity": 2, "total_charge": -2}